{
  "formula": "C72H164N8O14",
  "method": "the ωB97M-V functional and the def2-TZVPD basis",
  "species": ["C", "C", "C", "C", "C", "C", "N", "O", "C", "C", "C", "H", "H", "H", "H", "H", "H", "H", "H", "H", "H", "H", "H", "H", "H", "H", "H", "H", "H", "H", "C", "C", "C", "C", "C", "C", "N", "O", "C", "C", "C", "H", "H", "H", "H", "H", "H", "H", "H", "H", "H", "H", "H", "H", "H", "H", "H", "H", "H", "H", "C", "C", "C", "C", "C", "C", "N", "O", "C", "C", "C", "H", "H", "H", "H", "H", "H", "H", "H", "H", "H", "H", "H", "H", "H", "H", "H", "H", "H", "H", "C", "C", "C", "C", "C", "C", "N", "O", "C", "C", "C", "H", "H", "H", "H", "H", "H", "H", "H", "H", "H", "H", "H", "H", "H", "H", "H", "H", "H", "H", "C", "C", "C", "C", "C", "C", "N", "O", "C", "C", "C", "H", "H", "H", "H", "H", "H", "H", "H", "H", "H", "H", "H", "H", "H", "H", "H", "H", "H", "H", "C", "C", "C", "C", "C", "C", "N", "O", "C", "C", "C", "H", "H", "H", "H", "H", "H", "H", "H", "H", "H", "H", "H", "H", "H", "H", "H", "H", "H", "H", "C", "C", "C", "C", "C", "C", "N", "O", "C", "C", "C", "H", "H", "H", "H", "H", "H", "H", "H", "H", "H", "H", "H", "H", "H", "H", "H", "H", "H", "H", "C", "C", "C", "C", "C", "C", "N", "O", "C", "C", "C", "H", "H", "H", "H", "H", "H", "H", "H", "H", "H", "H", "H", "H", "H", "H", "H", "H", "H", "H", "O", "H", "H", "O", "H", "H", "O", "H", "H", "O", "H", "H", "O", "H", "H", "O", "H", "H"],
  "xyz": [[0.82712, -32.46227, -4.54617], [1.72695, -31.68982, -5.56799], [1.81994, -32.53483, -6.84216], [2.14024, -31.82359, -8.26866], [1.30242, -30.59729, -8.48377], [1.36290, -29.63952, -7.20972], [1.09852, -30.38892, -5.89977], [0.72877, -29.64486, -4.79070], [2.71046, -28.85239, -7.19723], [0.12051, -28.73488, -7.40467], [3.12324, -31.57272, -5.01536], [1.16420, -33.48609, -4.38414], [-0.20147, -32.49122, -4.90573], [1.00322, -31.97543, -3.58697], [2.58072, -33.30473, -6.71343], [0.83803, -32.99794, -6.93954], [1.79774, -32.41578, -9.11725], [3.14759, -31.40778, -8.28979], [0.24961, -30.81371, -8.66507], [1.65261, -30.12762, -9.40293], [3.66938, -29.32935, -6.99453], [2.77956, -28.18114, -8.05324], [2.66532, -28.18825, -6.33410], [0.02145, -27.92584, -6.68098], [0.25751, -28.24767, -8.37005], [-0.85861, -29.20647, -7.48852], [3.71686, -31.02997, -5.75097], [3.67342, -32.47468, -4.74724], [3.08892, -30.97277, -4.10599], [-0.21280, -29.83062, -4.81421], [-8.02374, -29.33648, 1.88105], [-7.13153, -28.19629, 2.42028], [-5.61473, -28.54988, 2.02036], [-4.63492, -27.37923, 2.24625], [-5.14894, -26.24280, 1.31168], [-6.63779, -25.80519, 1.69475], [-7.56739, -26.91420, 1.81604], [-8.80875, -26.52476, 2.25090], [-6.49957, -24.94409, 2.98807], [-7.18754, -24.96203, 0.46935], [-7.23683, -28.30258, 3.96246], [-7.85715, -29.51768, 0.81920], [-9.07406, -29.04790, 1.92182], [-8.04034, -30.21157, 2.53068], [-5.17513, -29.29150, 2.68730], [-5.70930, -28.96599, 1.01736], [-3.60761, -27.59604, 1.95347], [-4.54345, -27.17205, 3.31246], [-5.19842, -26.69813, 0.32257], [-4.37592, -25.47458, 1.29154], [-6.31430, -25.50209, 3.90589], [-5.71974, -24.18440, 3.04135], [-7.47365, -24.45883, 3.04967], [-6.42023, -24.23444, 0.20487], [-7.23320, -25.71516, -0.31729], [-8.12160, -24.45729, 0.71606], [-8.20532, -27.88756, 4.24157], [-6.50706, -27.61158, 4.38441], [-6.93920, -29.25801, 4.39451], [-9.37610, -26.38954, 1.48839], [-3.81136, -31.44891, 0.43468], [-4.13460, -32.70343, -0.29217], [-4.78896, -32.38963, -1.68113], [-3.91077, -32.33471, -2.94249], [-2.83798, -33.48270, -2.92299], [-2.10041, -33.74589, -1.60225], [-3.13181, -33.78789, -0.57425], [-2.73930, -34.35186, 0.52679], [-1.33432, -35.14392, -1.73377], [-1.12765, -32.55426, -1.34218], [-5.27881, -33.37798, 0.47085], [-3.13237, -30.77947, -0.09346], [-3.25748, -31.64622, 1.35250], [-4.73556, -30.98331, 0.77696], [-5.74451, -32.87545, -1.87860], [-5.26899, -31.41229, -1.63131], [-3.39577, -31.37425, -2.96237], [-4.47282, -32.49180, -3.86309], [-2.12474, -33.04751, -3.62300], [-3.35796, -34.35430, -3.32053], [-0.71001, -35.24376, -0.84587], [-2.07492, -35.93763, -1.83190], [-0.68396, -35.20058, -2.60665], [-0.88011, -32.41346, -0.29004], [-0.21080, -32.82906, -1.86369], [-1.50487, -31.62258, -1.76385], [-4.92596, -33.77226, 1.42382], [-5.54150, -34.25559, -0.11983], [-6.15223, -32.75141, 0.65150], [-2.29106, -33.60544, 0.93121], [-2.85337, -32.76946, 4.15881], [-1.46192, -32.12023, 4.41440], [-1.12680, -32.22431, 5.90528], [-0.59723, -33.55827, 6.31970], [0.54539, -34.00819, 5.38971], [0.12632, -34.11403, 3.88334], [-0.37354, -32.72986, 3.62342], [-0.53042, -32.53393, 2.23854], [1.39897, -34.36342, 3.01472], [-0.83207, -35.30541, 3.49598], [-1.65207, -30.62932, 4.15552], [-3.08193, -33.28811, 3.22774], [-3.70185, -32.16041, 4.47062], [-2.92292, -33.69251, 4.73433], [-0.40284, -31.47537, 6.22631], [-2.08473, -32.06308, 6.39971], [-1.32824, -34.35928, 6.20968], [-0.27899, -33.71944, 7.34966], [1.01879, -34.89593, 5.80913], [1.32503, -33.25367, 5.49444], [1.91902, -33.41208, 2.90254], [2.15606, -35.05685, 3.38085], [1.13181, -34.85207, 2.07774], [-1.23984, -35.17886, 2.49309], [-0.48767, -36.33594, 3.58261], [-1.64051, -35.21120, 4.22100], [-2.50775, -30.29831, 4.74404], [-1.99174, -30.37900, 3.15051], [-0.88846, -29.88920, 4.39471], [0.16650, -31.87766, 2.16624], [1.52887, -26.30142, 2.74832], [1.74794, -27.11031, 1.40914], [1.97310, -28.58776, 1.99762], [1.66431, -29.69170, 0.92306], [0.21112, -29.40325, 0.47362], [0.08702, -28.03822, -0.34497], [0.54510, -26.98048, 0.58402], [0.24839, -25.61105, 0.17870], [0.77719, -28.01035, -1.74779], [-1.40766, -27.84023, -0.58540], [3.02392, -26.58233, 0.64169], [0.86848, -25.43893, 2.65837], [2.48440, -25.92786, 3.11645], [0.89340, -26.90082, 3.40025], [3.00839, -28.79650, 2.26725], [1.26701, -28.73729, 2.81444], [1.64748, -30.68243, 1.37725], [2.40557, -29.62922, 0.12636], [-0.35923, -29.40281, 1.40250], [-0.05749, -30.26046, -0.14374], [1.83714, -28.17420, -1.55347], [0.26312, -28.58375, -2.51917], [0.66012, -27.03719, -2.22461], [-1.95979, -27.49205, 0.28754], [-1.68257, -27.04375, -1.27687], [-1.98039, -28.61181, -1.09993], [3.00291, -25.49959, 0.51794], [3.10342, -27.09867, -0.31496], [3.89675, -26.80374, 1.25589], [-0.17626, -25.34108, 0.99626], [-5.90843, -28.25969, -5.96259], [-4.97520, -27.89367, -4.80003], [-3.58819, -28.47065, -5.18346], [-2.46939, -28.10974, -4.18458], [-2.40667, -26.59523, -4.14036], [-3.68198, -25.81074, -3.74655], [-4.81234, -26.42067, -4.55714], [-5.99127, -25.65001, -4.34887], [-4.12313, -25.69373, -2.20176], [-3.38464, -24.39321, -4.24726], [-5.44456, -28.59612, -3.49271], [-6.97395, -28.10067, -5.79684], [-5.87436, -29.32564, -6.18775], [-5.60928, -27.77588, -6.89239], [-3.63184, -29.55704, -5.26066], [-3.41685, -28.13562, -6.20644], [-1.53332, -28.56215, -4.51198], [-2.65600, -28.39815, -3.15012], [-1.91868, -26.20834, -5.03494], [-1.72837, -26.40449, -3.30872], [-5.12776, -25.33805, -1.97306], [-4.03032, -26.70215, -1.79856], [-3.52299, -24.94636, -1.68277], [-4.31269, -23.82537, -4.18118], [-2.66955, -23.87598, -3.60756], [-3.08586, -24.37451, -5.29534], [-6.32432, -28.04126, -3.16676], [-4.77100, -28.56861, -2.63617], [-5.83752, -29.61120, -3.55014], [-6.30624, -25.31761, -5.19261], [-1.58774, -37.65819, -5.11461], [-1.67723, -37.12570, -6.60216], [-0.35427, -36.25824, -6.77016], [-0.28690, -35.68365, -8.21643], [-0.15152, -36.96024, -9.08328], [-1.31893, -38.02630, -8.96824], [-1.66041, -38.26680, -7.55400], [-2.57659, -39.26963, -7.43563], [-2.57410, -37.54094, -9.76510], [-0.69200, -39.32034, -9.58378], [-2.89080, -36.10103, -6.61474], [-0.87479, -38.48061, -5.05602], [-2.59152, -37.89469, -4.76163], [-1.16198, -36.88122, -4.47967], [-0.34581, -35.31166, -6.22978], [0.57690, -36.73607, -6.46571], [0.72735, -35.28502, -8.23882], [-0.92014, -34.88519, -8.60321], [0.84644, -37.37046, -8.92871], [-0.20594, -36.70479, -10.14153], [-2.76095, -36.49013, -9.54375], [-2.43565, -37.63155, -10.84246], [-3.52737, -38.03012, -9.56489], [-0.52377, -39.18265, -10.65188], [0.20653, -39.55818, -9.01444], [-1.30447, -40.18125, -9.31579], [-3.80579, -36.62589, -6.88938], [-2.68665, -35.34051, -7.36842], [-2.95738, -35.57080, -5.66473], [-2.06987, -40.08444, -7.46578], [4.37705, -37.13825, -3.70906], [4.04273, -36.17050, -2.37788], [2.74431, -36.88311, -1.79486], [2.40075, -36.41042, -0.35400], [3.60037, -36.60491, 0.57362], [4.85402, -35.76600, 0.09522], [5.14870, -36.09707, -1.30004], [6.33451, -35.61715, -1.75236], [4.59799, -34.30251, 0.37953], [6.05783, -36.20161, 1.01630], [3.74698, -34.85937, -3.04491], [4.75637, -38.04378, -3.23553], [5.29674, -36.84314, -4.21420], [3.56674, -37.40305, -4.38831], [1.86917, -36.47998, -2.30449], [2.71429, -37.96799, -1.89590], [1.55291, -36.87195, 0.15220], [2.03804, -35.40124, -0.54917], [3.96836, -37.62986, 0.62010], [3.30470, -36.37724, 1.59775], [3.63930, -33.95435, -0.00494], [4.73330, -34.07785, 1.43751], [5.30241, -33.66792, -0.15823], [6.08355, -37.28966, 1.07617], [7.03472, -35.94317, 0.60767], [6.06741, -35.83314, 2.04209], [4.68936, -34.40632, -3.35277], [3.37872, -34.18112, -2.27518], [3.13278, -35.06950, -3.92053], [6.83447, -36.39504, -2.01024], [-4.03465, -37.00234, -0.18021], [-3.29996, -36.38935, -0.20705], [-4.36854, -36.93772, 0.71454], [-9.06025, -33.42298, 0.56916], [-8.51285, -34.16126, 0.83661], [-9.92598, -33.80550, 0.42626], [-7.07732, -32.13504, -4.55865], [-7.73880, -31.47184, -4.75574], [-6.83933, -31.97277, -3.64582], [-8.06951, -34.60615, -3.44448], [-7.77997, -33.77257, -3.81534], [-8.97074, -34.70524, -3.75141], [-5.77120, -36.36173, 2.85241], [-6.09126, -35.56124, 3.26839], [-5.05383, -36.65405, 3.41468], [-4.92116, -36.94106, -3.16435], [-4.54223, -36.09981, -3.41919], [-4.73991, -37.01186, -2.22714]],
  "e_lumo_ev": 0.242,
  "gap_ev": 7.971,
  "energy_ha": -4332.49105,
  "multiplicity": 1
}